{
  "formula": "C26H56BO34S8",
  "method": "the ωB97M-V functional and the def2-TZVPD basis",
  "symbols": ["O", "C", "O", "B", "O", "C", "O", "O", "C", "O", "C", "O", "O", "C", "C", "O", "S", "O", "O", "O", "H", "H", "H", "H", "C", "C", "O", "S", "O", "O", "O", "H", "H", "H", "H", "O", "S", "O", "O", "C", "C", "C", "H", "H", "H", "H", "H", "H", "H", "H", "O", "S", "O", "O", "C", "C", "C", "H", "H", "H", "H", "H", "H", "H", "H", "O", "S", "O", "O", "C", "C", "C", "H", "H", "H", "H", "H", "H", "H", "H", "O", "S", "O", "O", "C", "C", "C", "H", "H", "H", "H", "H", "H", "H", "H", "O", "S", "O", "O", "C", "C", "C", "H", "H", "H", "H", "H", "H", "H", "H", "O", "S", "O", "O", "C", "C", "C", "H", "H", "H", "H", "H", "H", "H", "H"],
  "xyz": [[-2.43291, 2.59873, -0.93217], [-1.47341, 1.99576, -0.49731], [-1.18509, 0.78462, -0.82879], [-0.00885, 0.36613, -0.00571], [0.38131, 1.53450, 0.83349], [-0.53559, 2.54207, 0.69060], [-0.30856, 3.72659, 1.03242], [1.05187, -0.18538, -0.89161], [1.34497, -1.45540, -0.49926], [2.14440, -2.09301, -1.16365], [0.48846, -1.87603, 0.68918], [-0.44669, -0.84594, 0.79903], [0.48548, -2.97827, 1.20428], [-0.58618, -6.05662, 0.71003], [-0.95414, -5.49318, 2.11110], [-1.97938, -6.36766, 2.50778], [-2.86271, -6.83117, 1.22159], [-3.75976, -5.74918, 0.74067], [-3.56827, -8.11516, 1.48676], [-1.56213, -6.87575, 0.23288], [0.41027, -6.43191, 0.47693], [-0.51883, -5.19155, 0.05032], [-1.15163, -4.43447, 1.94310], [-0.10994, -5.48758, 2.80058], [-4.54286, 5.67107, 1.06994], [-3.57492, 4.86363, 1.98520], [-4.05663, 5.25270, 3.20139], [-4.46024, 6.89768, 3.26845], [-3.29576, 7.62419, 3.80215], [-5.79224, 7.11635, 3.75897], [-4.48270, 7.00466, 1.58543], [-5.58083, 5.33931, 1.04459], [-4.12317, 5.71494, 0.06494], [-2.51959, 5.08444, 1.82512], [-3.63388, 3.78893, 1.81300], [-2.67750, 2.31485, -6.87633], [-1.45774, 1.93974, -6.12966], [-0.13850, 1.91103, -6.72417], [-1.33170, 3.11876, -4.98974], [-0.14476, 3.21943, -4.09898], [-0.29605, 4.34611, -3.13308], [-1.69079, 0.47331, -5.07856], [0.74311, 3.36393, -4.71454], [-0.02564, 2.23373, -3.64918], [0.64164, 4.68447, -2.69221], [-1.05083, 4.21874, -2.35708], [-0.69408, 5.20052, -3.68048], [-0.88973, 0.61205, -4.35250], [-1.83144, -0.49008, -5.56866], [-2.63393, 0.67081, -4.56906], [4.61352, -5.91574, 1.44235], [3.40758, -5.24522, 1.14359], [2.58855, -5.64752, -0.00027], [2.34854, -5.42866, 2.46112], [2.85945, -4.99338, 3.73070], [2.24664, -5.80084, 4.83040], [3.87255, -3.48426, 1.17934], [2.68414, -3.92040, 3.80874], [3.92582, -5.16472, 3.87761], [2.22593, -5.28679, 5.79135], [2.70477, -6.75891, 5.07600], [1.19870, -6.02383, 4.62992], [3.03587, -2.92041, 0.76686], [4.77567, -3.53754, 0.57136], [3.97395, -3.12599, 2.20377], [1.57939, 8.50029, 3.55684], [2.15866, 7.36227, 2.84711], [2.73313, 7.65432, 1.56894], [3.30387, 6.69864, 3.91543], [4.32125, 7.55114, 4.46465], [5.14234, 6.68614, 5.39258], [0.91369, 6.04444, 2.62551], [3.70797, 8.31283, 4.94613], [4.90607, 8.04504, 3.68867], [5.69742, 7.26987, 6.12691], [5.93343, 6.14269, 4.87593], [4.60561, 5.94676, 5.98701], [1.47177, 5.11747, 2.49373], [0.22515, 6.31089, 1.82363], [0.45101, 5.83819, 3.59065], [7.48089, 0.39185, -3.78999], [6.07774, -0.03092, -3.57627], [4.98514, 0.59737, -4.31184], [6.03054, -1.68062, -3.71888], [4.91872, -2.46584, -3.58053], [4.81389, -3.48292, -4.70152], [5.67596, 0.02973, -1.82189], [4.01743, -1.87425, -3.41988], [5.07527, -3.06055, -2.68058], [5.66922, -4.14096, -4.85483], [4.63115, -2.96145, -5.64109], [3.96548, -4.15229, -4.55927], [4.65773, -0.35910, -1.81157], [5.69901, 1.05269, -1.44622], [6.29857, -0.69894, -1.30276], [-3.80353, -1.25375, -3.09188], [-3.27071, -2.56002, -2.87895], [-4.13430, -3.78033, -3.00123], [-1.96890, -2.74701, -3.80424], [-1.19102, -3.97868, -3.60505], [0.25358, -3.71556, -3.24408], [-2.58447, -2.49209, -1.14945], [-1.22650, -4.65525, -4.45892], [-1.62430, -4.56367, -2.79379], [1.00129, -4.42071, -3.60709], [0.43899, -3.68404, -2.17043], [0.61925, -2.76450, -3.63120], [-2.11798, -3.47521, -1.08640], [-3.42612, -2.30812, -0.48172], [-1.83389, -1.70400, -1.08906], [-6.21756, -1.90109, 0.77828], [-5.84727, -0.45963, 0.98534], [-6.39896, 0.34996, 2.05827], [-4.20587, -0.37837, 1.03752], [-3.61280, -0.48028, 2.38455], [-3.64890, 0.85053, 3.21420], [-6.12993, 0.35611, -0.67377], [-2.55248, -0.73118, 2.35486], [-4.14872, -1.26382, 2.92022], [-3.45072, 1.63968, 2.48889], [-2.86410, 0.72130, 3.95951], [-4.56633, 1.15519, 3.71778], [-5.91744, 1.41804, -0.55028], [-7.16353, 0.23147, -0.99665], [-5.33768, -0.05090, -1.30209]],
  "molar_mass_da": 1180.0,
  "homo_lumo_gap_ev": 9.80,
  "e_homo_ev": -8.8990,
  "e_tot_ha": -6792.851063,
  "total_charge": -1
}